No. 1
Formula: C31H27Cl2N2O5W
Source: the OMol25 dataset
Level of theory: ωB97M-V with the def2-TZVPD basis set

Geometry as XYZ:
```
68
C31H27Cl2N2O5W (ωB97M-V with the def2-TZVPD basis set)
W 0.38 0.07 -0.49
C 1.64 -0.97 4.16
C 2.06 -0.78 2.74
C 2.74 0.38 2.36
C 3.10 0.62 1.05
C 3.77 1.90 0.65
C 2.80 -0.36 0.08
C 2.22 -1.59 0.45
C 2.20 -2.77 -0.49
C 1.81 -1.75 1.78
H 2.51 -0.99 4.82
H 1.09 -1.90 4.30
H 1.00 -0.14 4.48
H 2.98 1.12 3.12
H 4.21 2.40 1.51
H 3.04 2.58 0.19
H 4.56 1.72 -0.08
H 3.22 -0.26 -0.92
H 1.29 -3.35 -0.37
H 3.06 -3.40 -0.26
H 2.28 -2.46 -1.53
H 1.32 -2.68 2.07
C -0.89 -5.42 -2.00
O -0.77 -4.07 -1.57
C -1.61 -3.17 -2.13
C -2.54 -3.45 -3.12
C -3.36 -2.45 -3.63
C -3.28 -1.17 -3.15
C -2.34 -0.85 -2.15
C -2.40 0.46 -1.54
N -1.56 0.82 -0.63
N -1.80 1.96 0.11
C -0.91 2.01 1.06
O 0.04 1.08 1.15
C -0.90 3.10 2.04
C -1.97 4.00 2.10
C -1.94 5.03 3.02
C -0.85 5.18 3.87
C 0.22 4.29 3.80
C 0.19 3.25 2.89
C -1.49 -1.85 -1.65
O -0.54 -1.63 -0.73
H -0.16 -5.98 -1.42
H -0.66 -5.52 -3.06
H -1.89 -5.81 -1.79
H -2.63 -4.46 -3.51
H -4.08 -2.69 -4.40
H -3.95 -0.40 -3.51
H -3.19 1.14 -1.85
H -2.81 3.87 1.44
H -2.77 5.72 3.08
H -0.83 5.99 4.58
H 1.07 4.41 4.46
H 1.02 2.55 2.82
Cl 1.69 4.42 -6.37
C 1.51 3.61 -4.85
C 1.45 4.38 -3.68
C 1.31 3.77 -2.45
Cl 1.23 4.70 -1.01
C 1.22 2.37 -2.35
O 1.11 1.81 -1.18
C 1.27 1.61 -3.55
C 1.22 0.20 -3.49
O 1.01 -0.48 -2.47
C 1.43 2.25 -4.80
H 1.51 5.45 -3.73
H 1.37 -0.36 -4.42
H 1.48 1.66 -5.70
```

Computed properties:
Charge: +1
Highest occupied orbital energy (alpha / beta), eV: -10.23 / -11.18
Spin multiplicity: 3
E_tot, eV: -72669.5110
Energy relative to the best compared isomer or geometry (same formula, charge and spin), kJ/mol: 0.0

=====

No. 2
Formula: C31H27CrN9O2SSe2
Source: the OMol25 dataset
Level of theory: ωB97M-V with the def2-TZVPD basis set

Geometry as XYZ:
```
73
C31H27CrN9O2SSe2 (ωB97M-V with the def2-TZVPD basis set)
Cr 1.20 0.07 -0.97
Se 2.02 4.96 4.95
N 1.41 3.28 4.81
C 1.50 2.95 3.56
C 1.11 1.64 3.04
C 0.62 0.62 3.86
C 0.28 -0.58 3.28
C 0.45 -0.74 1.91
N 0.92 0.22 1.12
C 1.24 1.40 1.68
C 1.76 2.41 0.77
N 1.87 2.04 -0.51
C 2.38 2.92 -1.37
C 2.78 4.19 -1.00
C 2.68 4.58 0.32
C 2.16 3.67 1.23
C 2.03 3.96 2.65
N 2.35 5.10 3.19
H 0.51 0.80 4.92
H -0.12 -1.40 3.87
H 0.18 -1.67 1.44
H 2.51 2.57 -2.38
H 3.18 4.86 -1.75
H 2.99 5.56 0.66
N -3.53 -3.31 4.82
C -3.26 -2.95 3.49
C -3.11 -3.93 2.51
C -2.89 -3.58 1.19
C -2.82 -2.24 0.83
C -2.98 -1.26 1.80
C -3.20 -1.61 3.12
S -2.45 -1.76 -0.83
O -2.83 -2.84 -1.71
O -3.08 -0.48 -1.02
N -0.86 -1.51 -0.81
C 0.00 -2.54 -0.78
N -0.32 -3.82 -0.56
C 0.67 -4.70 -0.57
C 2.00 -4.35 -0.78
C 2.26 -2.99 -0.94
N 1.28 -2.10 -0.94
H -3.17 -4.22 5.07
H -3.25 -2.61 5.49
H -3.17 -4.98 2.79
H -2.75 -4.33 0.42
H -2.93 -0.22 1.50
H -3.33 -0.84 3.87
H 0.40 -5.73 -0.40
H 2.79 -5.08 -0.78
H 3.25 -2.57 -1.04
C 2.35 -0.27 -3.94
N 1.07 -0.02 -3.27
C 0.13 -1.07 -3.69
C 0.51 1.27 -3.73
C -0.52 1.77 -2.75
C -1.52 2.65 -3.16
C -2.41 3.16 -2.24
C -2.30 2.78 -0.91
C -1.32 1.89 -0.51
C -0.39 1.36 -1.42
H 2.22 -0.25 -5.03
H 2.73 -1.24 -3.63
H 3.09 0.46 -3.62
H 0.07 -1.10 -4.79
H -0.86 -0.85 -3.29
H 0.45 -2.04 -3.33
H 0.09 1.16 -4.73
H 1.34 1.98 -3.82
H -1.59 2.93 -4.21
H -3.19 3.84 -2.55
H -3.01 3.17 -0.18
H -1.28 1.59 0.53
Se 3.64 -0.03 -0.76
```

Computed properties:
Charge: -1
Highest occupied orbital energy (alpha / beta), eV: -3.20 / -3.18
Spin multiplicity: 2
E_tot, eV: -220042.3378
Energy relative to the best compared isomer or geometry (same formula, charge and spin), kJ/mol: 7.1

=====

No. 3
Formula: C31H27N7O10PS2
Source: the OMol25 dataset
Level of theory: ωB97M-V with the def2-TZVPD basis set

Geometry as XYZ:
```
78
C31H27N7O10PS2 (ωB97M-V with the def2-TZVPD basis set)
S 1.31 -6.06 -5.93
C 0.38 -5.00 -6.70
N -0.39 -4.57 -7.50
N -1.68 -4.20 -7.01
P -2.47 -5.46 -6.24
S -2.87 -7.05 -7.31
H -3.71 -4.91 -5.84
H -1.84 -5.87 -5.02
C -2.98 -1.44 -5.13
C -2.29 -2.33 -4.32
C -2.11 -2.05 -2.97
C -2.63 -0.88 -2.45
C -3.31 0.02 -3.25
C -3.48 -0.26 -4.59
N -2.46 -0.60 -1.02
O -1.85 -1.40 -0.35
O -2.96 0.43 -0.58
H -3.12 -1.67 -6.18
H -1.89 -3.25 -4.74
H -1.57 -2.75 -2.35
H -3.71 0.94 -2.84
H -4.02 0.43 -5.23
C 1.63 3.32 -2.20
C 1.68 1.94 -2.36
C 1.10 1.35 -3.46
C 0.48 2.15 -4.41
C 0.42 3.53 -4.26
C 1.00 4.11 -3.15
N -0.12 1.53 -5.60
O -0.07 0.33 -5.69
O -0.63 2.27 -6.42
H 2.10 3.78 -1.33
H 2.17 1.33 -1.62
H 1.14 0.28 -3.58
H -0.08 4.15 -4.99
H 0.96 5.19 -3.02
C 3.78 6.98 1.69
C 4.49 7.09 0.51
C 3.84 7.50 -0.65
C 2.49 7.80 -0.60
C 1.78 7.68 0.58
C 2.43 7.27 1.73
N 1.81 8.25 -1.82
O 2.47 8.32 -2.84
O 0.64 8.53 -1.74
H 4.29 6.67 2.60
H 5.55 6.87 0.48
H 4.40 7.59 -1.57
H 0.72 7.90 0.61
H 1.87 7.18 2.65
C 1.22 -3.02 3.88
C 2.54 -2.96 3.47
C 2.88 -2.27 2.32
C 1.89 -1.63 1.60
C 0.57 -1.68 2.00
C 0.23 -2.38 3.14
N 2.25 -0.87 0.40
O 3.42 -0.85 0.07
O 1.36 -0.30 -0.20
H 0.96 -3.56 4.78
H 3.31 -3.46 4.05
H 3.92 -2.23 2.01
H -0.21 -1.19 1.43
H -0.80 -2.43 3.46
C -3.12 -4.61 9.47
C -3.51 -3.58 8.63
C -2.60 -3.03 7.74
C -1.31 -3.53 7.71
C -0.91 -4.55 8.55
C -1.82 -5.09 9.44
N -0.35 -2.96 6.75
O -0.72 -2.06 6.04
O 0.77 -3.44 6.73
H -3.84 -5.04 10.16
H -4.52 -3.20 8.66
H -2.90 -2.23 7.08
H 0.10 -4.93 8.52
H -1.52 -5.89 10.10
```

Computed properties:
Charge: -1
Highest occupied orbital energy, eV: -4.05
E_tot, eV: -94436.1031